No. 1
The following is a DFT calculation (ωB97M-V/def2-TZVPD) of a molecular structure, C18H28BF3I2O11V.

Last column: Löwdin charge in e.
Positions of all 64 atoms, in Å:
C (0.8642, -4.1398, 5.1336)  -0.136
C (0.4661, -5.6411, 4.5142)  -0.205
C (0.5937, -5.4883, 2.8758)  -0.226
O (-0.4561, -4.5434, 2.4214)  -0.224
C (-0.2706, -4.2059, 1.0004)  -0.077
C (-0.1774, -2.5803, 0.6971)  -0.215
C (-0.8716, -1.5318, 1.7653)  -0.494
I (0.2419, 0.1329, 2.7505)  0.779
C (-2.3220, -1.6451, 2.1181)  -0.655
C (-3.3650, -2.7845, 1.5693)  -0.157
I (-3.1677, -0.1607, 3.5539)  0.634
O (-0.9753, -2.3545, -0.5539)  -0.025
B (-0.3751, -1.2034, -1.3071)  -0.675
C (-1.5493, -0.0188, -1.2053)  -0.070
O (-0.9397, 1.2209, -0.6941)  -0.188
C (-2.0396, 2.0587, -0.1907)  -0.167
C (-2.0850, 3.4683, -1.0890)  -0.169
O (-0.9072, 4.2475, -0.6510)  -0.224
C (-0.2958, 4.8472, -1.8689)  -0.160
C (1.1382, 5.5511, -1.4628)  -0.164
O (1.2360, 6.8712, -2.1067)  -0.231
C (1.9696, 7.8324, -1.2662)  -0.260
C (3.2372, 8.4962, -2.1155)  -0.122
C (-0.2805, -1.3717, -2.9736)  -0.202
O (-1.0388, -2.2204, -3.6746)  0.022
O (0.6731, -0.4786, -3.6541)  -0.070
O (0.9235, -0.9402, -0.5943)  0.038
C (1.2982, -2.2078, 0.0524)  -0.252
O (1.6655, -3.1104, -1.0843)  -0.002
C (2.6389, -2.2961, 0.9915)  -0.125
F (2.3864, -2.5501, 2.4284)  -0.014
F (3.4164, -1.0218, 0.7628)  0.001
F (3.5665, -3.3908, 0.5277)  -0.001
H (0.6812, -4.2093, 6.2892)  0.067
H (0.1211, -3.3258, 4.7091)  0.080
H (1.9704, -3.8296, 4.8418)  0.082
H (1.1684, -6.4830, 4.9678)  0.112
H (-0.6858, -5.8509, 4.7360)  0.116
H (1.6366, -4.9862, 2.6710)  0.116
H (0.5954, -6.5130, 2.2962)  0.130
H (-1.2083, -4.6431, 0.4219)  0.153
H (0.6663, -4.8110, 0.6259)  0.142
H (-3.3250, -3.7877, 2.2060)  0.096
H (-4.4602, -2.3503, 1.7611)  0.064
H (-3.3072, -3.0042, 0.4212)  0.090
H (-2.1104, 0.1029, -2.2292)  0.144
H (-2.3544, -0.4509, -0.4392)  0.131
H (-1.7714, 2.3374, 0.9356)  0.124
H (-3.1084, 1.5904, -0.2986)  0.129
H (-3.0470, 4.1215, -0.8230)  0.133
H (-2.0911, 3.2017, -2.2337)  0.135
H (-0.0898, 3.9715, -2.6392)  0.140
H (-1.0289, 5.6505, -2.3578)  0.144
H (2.0590, 4.9135, -1.8538)  0.143
H (1.1605, 5.5935, -0.2750)  0.136
H (1.2378, 8.7134, -0.9334)  0.128
H (2.4720, 7.3405, -0.3044)  0.124
H (2.8244, 8.9678, -3.1210)  0.081
H (4.0565, 7.6959, -2.3637)  0.076
H (3.7426, 9.3501, -1.4641)  0.078
H (2.3316, -2.5861, -1.6249)  0.150
O (-1.7286, -0.2427, -6.5309)  -0.616
V (-1.1115, -1.8534, -6.8640)  1.049
O (-0.4944, -3.4642, -7.1972)  -0.641

Atomic forces in eV per Å
C -0.734 -0.609 -0.033
C -0.450 1.315 -0.853
C 1.089 0.210 0.841
O 1.641 -0.950 -0.840
C -0.760 -0.823 -0.083
C -0.585 -0.855 -2.167
C -3.838 -0.834 1.346
I -0.452 -1.639 -1.198
C 4.013 -0.649 -1.513
C -1.219 0.576 0.718
I 0.290 -1.469 -1.276
O 1.844 -0.416 1.085
B -0.212 -0.451 3.592
C -0.990 0.240 -0.282
O -3.181 -0.541 -0.058
C 0.126 2.006 -0.295
C -0.430 -0.704 1.421
O -0.394 0.058 -3.069
C 0.664 -0.037 -0.332
C -0.392 -1.026 0.155
O 0.843 -0.056 2.461
C 1.279 0.986 -0.035
C -0.567 0.190 0.077
C 1.813 0.109 -9.585
O 3.130 3.957 3.684
O -4.850 -4.440 4.208
O 0.816 -1.717 0.756
C -1.080 0.565 -2.080
O -0.144 1.540 1.444
C 2.260 0.873 0.211
F 1.055 0.970 -4.630
F -2.216 -4.197 1.374
F -2.891 3.544 2.016
H 0.702 0.365 -2.116
H 1.577 -1.743 0.750
H -2.345 -0.761 0.799
H -1.560 1.761 -1.163
H 2.590 0.284 -0.271
H -1.845 -0.975 0.297
H -0.422 1.897 1.088
H 1.928 1.212 1.046
H -1.653 1.693 0.381
H 0.311 2.201 -1.374
H 2.415 -0.893 -0.421
H 0.424 0.528 2.275
H 0.963 0.280 1.779
H 1.765 0.979 -1.467
H -0.796 -0.561 -2.377
H 2.132 0.531 0.380
H 1.843 -1.512 -0.598
H 0.219 0.534 2.230
H -0.479 1.845 1.492
H 1.633 -1.596 1.065
H -2.006 1.105 0.941
H -0.018 0.106 -2.523
H 1.513 -1.971 -0.674
H -1.406 0.863 -2.015
H 0.944 -1.004 2.119
H -1.704 1.465 0.460
H -1.125 -1.769 -1.354
H -1.253 -0.659 0.967
O 1.128 -3.362 -1.420
V 0.554 -0.193 2.568
O -1.509 3.623 0.073

As for the total charge: -1. The LUMO energy is -1.6 eV. The value obtained for the gap between HOMO and LUMO is 3.92 eV. The energy is -92343.99474 eV.

No. 2
The following is a DFT calculation (ωB97M-V/def2-TZVPD) of a molecular structure, C22H16BrI3N3O4ReSe.

Last column: Löwdin spin population.
Positions of all 51 atoms, in Å:
Re (0.7300, -1.5450, -1.2253)  0.808
C (2.7668, -2.6234, 2.6721)  -0.001
C (2.3517, -1.2022, 2.4807)  -0.004
N (2.3228, -0.3950, 3.5186)  0.002
C (1.9310, 0.8794, 3.3640)  -0.006
C (1.5723, 1.4406, 2.1622)  0.001
C (1.1158, 2.8706, 2.0523)  0.000
O (-0.0822, 2.9854, 1.2953)  0.000
C (1.5879, 0.6021, 1.0263)  -0.005
C (1.3528, 1.1451, -0.2867)  0.001
N (1.0917, 0.4206, -1.3321)  -0.001
C (1.0298, 1.0371, -2.6257)  0.005
C (0.3715, 2.2422, -2.8106)  0.000
C (0.3737, 2.8265, -4.0676)  0.001
C (1.0155, 2.2082, -5.1299)  0.000
C (1.6444, 0.9820, -4.9566)  0.000
C (1.6394, 0.3995, -3.7034)  -0.001
I (2.4342, -1.5184, -3.3835)  0.000
C (1.9641, -0.7348, 1.2036)  0.013
O (2.0038, -1.5848, 0.1687)  0.036
H (2.9328, -2.8033, 3.7299)  0.000
H (3.6861, -2.8345, 2.1227)  0.000
H (2.0017, -3.3070, 2.3013)  0.000
H (1.9038, 1.4726, 4.2712)  0.000
H (1.8583, 3.4757, 1.5264)  0.000
H (1.0074, 3.2991, 3.0513)  0.000
H (-0.8084, 2.5966, 1.7977)  0.000
H (1.4784, 2.2109, -0.4378)  0.000
H (-0.1619, 2.6943, -1.9841)  0.000
H (-0.1445, 3.7628, -4.2194)  0.000
H (1.0108, 2.6682, -6.1082)  0.000
H (2.1181, 0.4868, -5.7930)  0.000
I (1.4604, -5.3734, -2.8644)  0.001
I (1.6863, -6.2515, -5.3507)  0.000
Se (-3.1805, -3.5873, -2.9820)  0.068
C (-1.7178, -2.8731, -2.5223)  0.031
N (-0.6768, -2.3594, -2.2105)  0.012
Br (-2.3846, -3.2093, 1.7314)  0.000
C (-2.9564, -1.4221, 1.9926)  0.000
C (-3.8652, -1.2059, 3.0197)  0.000
C (-4.3830, 0.0594, 3.2363)  0.000
C (-4.0208, 1.1144, 2.4094)  0.000
C (-3.1282, 0.8918, 1.3784)  0.000
C (-2.5664, -0.3691, 1.1670)  0.000
C (-1.5743, -0.4587, 0.0566)  0.006
O (-1.6551, 0.2322, -0.9419)  0.018
O (-0.5849, -1.3106, 0.2568)  0.015
H (-4.1696, -2.0362, 3.6408)  0.000
H (-5.0850, 0.2138, 4.0443)  0.000
H (-4.4417, 2.0988, 2.5611)  0.000
H (-2.8563, 1.6883, 0.6969)  0.000

Atomic forces in eV per Å
Re 0.308 0.003 -0.102
C 0.023 -0.056 -0.025
C -0.032 0.088 -0.014
N -0.005 -0.050 -0.015
C -0.046 0.084 0.001
C 0.045 -0.074 -0.030
C 0.012 0.036 0.023
O -0.014 0.012 -0.010
C 0.045 -0.021 0.083
C -0.006 -0.147 -0.024
N -0.079 0.204 0.073
C 0.060 -0.056 -0.007
C 0.019 -0.014 -0.038
C -0.004 0.006 -0.003
C -0.003 0.009 -0.006
C 0.013 -0.045 0.025
C -0.058 0.140 -0.011
I -0.061 -0.060 0.007
C -0.029 0.070 0.044
O 0.126 -0.092 0.094
H 0.006 -0.005 0.003
H -0.006 -0.004 -0.009
H -0.009 0.005 0.012
H -0.002 0.019 -0.008
H -0.009 -0.005 -0.002
H 0.000 -0.008 -0.012
H -0.010 -0.005 0.003
H 0.007 -0.001 0.001
H -0.001 -0.010 0.021
H -0.001 0.008 -0.002
H -0.001 -0.003 -0.009
H 0.006 0.002 -0.006
I 0.030 -0.054 0.068
I 0.001 0.032 -0.032
Se -0.074 -0.081 -0.039
C -0.092 -0.017 0.018
N -0.027 0.082 -0.091
Br -0.018 -0.022 0.019
C -0.007 0.032 -0.003
C 0.030 -0.042 -0.019
C -0.001 0.037 -0.015
C -0.015 -0.008 0.036
C 0.010 -0.020 -0.013
C 0.051 0.057 0.077
C -0.051 0.004 -0.076
O -0.041 0.008 0.025
O -0.079 -0.038 -0.015
H -0.001 -0.005 0.005
H -0.009 0.007 0.007
H -0.007 0.004 0.002
H 0.008 -0.003 -0.012

As for the total charge: +1. Its spin multiplicity is 2. The LUMO energy (spin up / spin down) is -5.1 / -4.8 eV. The value obtained for the gap between HOMO and LUMO (spin up / spin down) is 6.19 / 6.68 eV. The energy is -197548.66787 eV.

No. 3
The following is a DFT calculation (ωB97M-V/def2-TZVPD) of C5H6N2OS2 in the gas phase.

Last column: Löwdin charge in e.
Positions of all 16 atoms, in Å:
C (0.8095, 1.5622, 1.1492)  -0.380
C (2.9493, 1.1596, -0.1592)  -0.259
C (1.5342, 1.5830, -0.0309)  -0.091
C (0.8304, -1.0394, 0.1592)  -0.956
C (-1.8403, -0.8386, 0.9470)  -0.281
N (0.0808, 1.5118, 2.0341)  0.085
N (3.4800, 0.0387, 0.1508)  -0.291
O (0.1155, -1.4105, -0.8802)  -0.075
S (2.5601, -1.4038, 0.2046)  0.917
S (-0.1382, -1.0762, 1.5808)  0.974
H (3.7512, 1.7519, -0.5315)  0.095
H (1.0142, 1.7670, -0.9063)  0.072
H (-2.1164, -1.4992, 0.0616)  0.083
H (-1.9136, 0.2047, 0.6870)  0.046
H (-2.3620, -1.2770, 1.6508)  -0.035
H (0.5509, -2.0964, -1.3629)  0.096

Atomic forces in eV per Å
C 1.233 0.826 -1.708
C -0.915 -0.300 1.146
C 1.450 -2.554 0.887
C -0.048 0.231 1.865
C 3.125 -0.020 -4.700
N -0.998 0.269 1.666
N -0.619 -1.193 -0.698
O -0.993 0.430 -1.538
S 0.010 0.528 0.711
S 0.492 -0.189 -0.196
H 0.211 1.438 -0.186
H -0.920 0.980 -1.553
H 0.973 0.984 0.773
H -0.650 0.215 0.379
H -3.114 -1.050 4.079
H 0.764 -0.593 -0.925

The energy above the lowest of the compared OMol25 structures with the same formula, charge and spin is 4.025 eV. The LUMO energy (spin up / spin down) is -1.0 / -1.0 eV. The value obtained for the gap between HOMO and LUMO (spin up / spin down) is 7.00 / 6.99 eV. The energy is -31975.34872 eV.